A structure of composition C14H24BrF3InO3. Source: the OMol25 dataset; level of theory: ωB97M-V/def2-TZVPD.

Computed properties:
charge = -1
Kohn-Sham gap = 7.4994 eV
LUMO level = 2.56 eV

```
46
Properties=species:S:1:pos:R:3:lowdin_charge:R:1
H -1.8307 3.3818 -2.1503 0.0199
C -3.6625 2.3770 -1.6182 -0.2824
H 6.8038 -6.5360 1.1578 0.0761
H -0.6342 -0.9903 -0.9786 0.0752
H 4.0956 -4.7563 -0.8482 0.0887
H 5.7708 -5.2612 1.8371 0.0839
H -2.6317 4.0843 -0.7923 0.0193
H 5.0524 -6.5631 0.8654 0.0822
H 4.8114 -3.4560 0.1256 0.0829
C 2.4924 -0.7576 -0.4884 -0.5315
H -5.9480 0.6334 -1.4792 0.1149
C 0.3659 3.9280 0.9863 -0.2870
O 0.1699 -1.4083 -0.6573 -0.0309
C 1.0229 -0.3258 -0.3044 -0.3856
C 5.0033 -4.1786 -0.6682 -0.0279
H 0.2056 0.6960 -2.0307 0.0473
H 5.2694 -3.6436 -1.5764 0.0847
O 7.1501 -5.1786 -0.9158 0.0589
H 0.8926 -0.1526 0.7654 0.0958
H -0.2680 4.8121 0.9624 0.0333
H -3.7694 0.2672 -2.0422 0.1051
F 3.1610 -0.0932 -1.4491 0.1225
F 2.6044 -2.0819 -0.7610 0.1119
C -5.3558 1.4120 1.6269 -0.1104
C 0.9837 3.3004 3.4677 0.0366
C -5.2662 0.6440 -0.6243 -0.2546
H -4.7557 2.2639 1.9464 0.0774
H -3.7427 2.4014 -2.7077 0.0917
H 1.4753 1.6071 -1.2454 0.0391
H -3.1272 0.5629 -0.4451 0.0347
C -3.8545 0.9269 -1.1731 -0.2057
H 1.0619 2.8131 4.4064 0.0031
C 0.7155 3.6136 2.3401 -0.3381
H 1.2483 4.0432 0.3613 0.0334
C 0.6310 0.9469 -1.0568 -0.2007
Br -1.6797 0.8049 2.1045 0.0584
C -2.3556 3.1227 -1.2279 -0.2728
F 3.1809 -0.5536 0.6751 0.1030
H -4.5152 2.9577 -1.2695 0.0925
O -5.7497 1.6084 0.2751 -0.2018
H -5.2974 -0.3606 -0.1921 0.1156
In -0.8282 2.2202 0.0928 0.5538
C 5.9253 -5.9190 0.9807 -0.0296
H -4.7219 0.5334 1.7188 0.0477
C 6.1297 -5.0972 -0.2710 -0.5075
H -6.2287 1.3505 2.2772 0.0769
```